(1)
An isolated ion of composition C4H7N2 and charge +1 in a non-equilibrium geometry. Source: the Open Molecules 2025 dataset; level of theory: ωB97M-V/def2-TZVPD.

As for the LUMO energy: -5.10 eV. Its energy is -265.723480 Eh. Its SMILES is C/C=N\C1=[NH+]C1. The frontier orbital gap comes out at 9.8 eV. The charge is +1.

The geometry in XYZ format:
```
13
Properties=species:S:1:pos:R:3:forces:R:3
C -0.71451 -0.80516 0.26975 -1.808 -3.551 -1.641
C 1.07588 0.79064 0.74052 1.331 1.345 1.907
C -2.05094 -0.90249 -0.20985 1.431 1.439 -3.795
C 1.83815 1.41086 -0.39991 0.829 -0.518 0.865
N 0.24122 -0.13360 0.60150 0.153 0.038 0.081
N -1.37569 -2.17399 -0.42280 2.132 1.015 2.369
H 1.34034 1.15795 1.84061 -0.705 -0.937 -2.364
H -2.85309 -0.74101 0.38042 -2.566 0.205 2.145
H -2.14030 -0.37056 -1.20757 -0.240 -0.456 1.137
H 1.62474 2.48656 -0.44929 -0.008 -0.256 -0.023
H 2.90789 1.30637 -0.06750 -0.774 0.245 -0.498
H 1.71045 0.90012 -1.36026 -0.183 0.207 0.315
H -1.60415 -2.92570 0.28439 0.408 1.225 -0.500
```
Forces are in eV/Å.

=====

(2)
A 2-piece molecular cluster, C4H7N2 overall in a non-equilibrium geometry. Source: the Open Molecules 2025 dataset; level of theory: ωB97M-V/def2-TZVPD.

As for the LUMO energy (alpha / beta): -5.24 / -5.24 eV. Its energy is -265.688053 Eh. The frontier orbital gap (alpha / beta) comes out at 7.8 / 7.8 eV. The charge is +1.

The geometry in XYZ format:
```
13
Properties=species:S:1:pos:R:3:forces:R:3
C 3.44282 -0.36466 -0.28363 -0.974 0.399 0.311
C -2.41070 0.34605 -0.36969 0.117 0.483 -0.164
C -1.07759 -0.31449 -0.48081 -1.487 -0.483 1.110
C 2.37965 0.07044 0.06179 0.512 -0.470 -0.426
N -1.79854 -0.62879 0.53170 0.905 0.401 -1.203
N 1.12719 0.49067 0.41241 -0.295 0.288 0.131
H -2.47558 1.36867 -0.02387 0.080 -0.016 0.142
H 4.39371 -0.71719 -0.55365 0.551 -0.201 -0.175
H -3.22471 0.01187 -1.00474 0.128 -0.090 -0.044
H -0.29746 -0.66330 -1.11565 0.340 -0.339 -0.118
H -2.00503 -1.34401 1.21053 0.100 -0.274 0.145
H 1.01099 1.48368 0.23255 0.041 0.010 0.283
H 0.93524 0.26107 1.38308 -0.017 0.291 0.009
```
Forces are in eV/Å.

=====

(3)
An isolated ion of composition C4H7N2 and charge +1 in a non-equilibrium geometry. Source: the Open Molecules 2025 dataset; level of theory: ωB97M-V/def2-TZVPD.

As for the LUMO energy (alpha / beta): -5.81 / -5.81 eV. Its energy is -265.755792 Eh. Its SMILES is C=C/N=C\[NH+]=C. The frontier orbital gap (alpha / beta) comes out at 8.0 / 8.0 eV. The charge is +1.

The geometry in XYZ format:
```
13
Properties=species:S:1:pos:R:3:forces:R:3
C 1.32540 -0.70308 0.22339 -0.246 0.597 1.168
C -0.97638 -1.28103 -0.16264 2.647 -0.434 0.169
C 1.70330 0.54971 -0.09725 0.229 1.306 -1.440
C -1.05147 1.10553 -0.22591 -1.697 -2.007 2.307
N 0.29625 -1.52726 -0.12638 -2.008 0.371 -1.186
N -1.53983 -0.04100 0.30633 1.108 1.841 -1.968
H 1.99502 -1.10134 0.97869 -0.450 -0.524 0.301
H -1.64564 -2.01997 -0.58938 -0.209 -0.023 0.491
H 2.40932 0.97869 0.62569 0.107 -0.151 -0.820
H 1.58403 1.12995 -1.08706 -0.184 -1.041 1.831
H -1.43288 2.07064 0.21073 0.719 -1.022 -0.687
H -0.37488 0.96116 -1.06805 -0.593 0.493 0.271
H -2.29224 -0.12199 1.01184 0.576 0.597 -0.438
```
Forces are in eV/Å.

=====

(4)
C4H7N2 as an isolated structure in a non-equilibrium geometry. Source: the Open Molecules 2025 dataset; level of theory: ωB97M-V/def2-TZVPD.

As for the LUMO energy: -6.05 eV. Its energy is -265.752726 Eh. The frontier orbital gap comes out at 10.0 eV. The charge is +1.

The geometry in XYZ format:
```
13
Properties=species:S:1:pos:R:3:forces:R:3
C -1.73977 -1.02359 0.22280 -1.971 0.389 0.560
C -0.55093 -0.15795 0.07723 0.171 -0.252 -0.021
C 0.15536 -1.29505 0.73222 2.474 -3.128 1.724
C 1.13581 1.35350 -0.53288 1.732 4.603 -1.811
N -0.21281 0.99881 -0.42918 -3.180 -2.456 1.118
N -1.24871 -2.03378 0.91821 0.991 3.764 -2.611
H -2.77592 -0.71786 -0.09137 0.846 -1.043 0.489
H 0.85968 -1.91234 0.02242 -1.320 1.230 1.338
H 0.65252 -1.24360 1.78975 -0.710 0.544 -2.117
H 1.44150 1.54427 -1.56004 -0.574 -0.299 -0.538
H 1.52908 2.32497 -0.11680 -1.358 -0.805 0.409
H 1.79993 0.65082 -0.23534 1.459 -2.641 1.376
H -1.04574 1.51180 -0.79702 1.440 0.093 0.083
```
Forces are in eV/Å.

=====

(5)
C4H7N2 as an isolated structure in a non-equilibrium geometry. Source: the Open Molecules 2025 dataset; level of theory: ωB97M-V/def2-TZVPD.

As for the LUMO energy: -5.27 eV. Its energy is -265.786178 Eh. The frontier orbital gap comes out at 9.3 eV. The charge is +1.

The geometry in XYZ format:
```
13
Properties=species:S:1:pos:R:3:forces:R:3
C 0.05770 -0.93037 -1.27127 -0.393 0.529 2.033
C 0.73584 0.78442 0.03293 -4.562 -3.281 1.799
C -0.94018 -1.16323 -0.19442 -2.120 -0.385 -0.179
C -0.88227 -0.10332 0.86864 2.362 1.506 -4.551
N 0.92700 -0.04588 -0.97036 2.292 0.346 -3.087
N 1.49641 1.71200 0.42163 1.973 3.351 1.606
H -0.02957 -1.49165 -2.19836 0.675 0.140 -0.010
H -1.94993 -0.97128 -0.65377 0.724 -1.115 0.068
H -0.83846 -2.23616 0.16284 -0.309 1.201 -0.356
H -0.48507 -0.39235 1.74035 1.117 -0.756 3.448
H -1.75586 0.49386 0.83846 -0.416 0.877 0.489
H 1.19324 2.41370 1.17276 0.426 -1.741 -1.353
H 2.47115 1.93025 0.05058 -1.769 -0.673 0.094
```
Forces are in eV/Å.

=====

(6)
C4H7N2 as an isolated structure in a non-equilibrium geometry. Source: the Open Molecules 2025 dataset; level of theory: ωB97M-V/def2-TZVPD.

As for the LUMO energy: -5.56 eV. Its energy is -265.721535 Eh. The frontier orbital gap comes out at 9.4 eV. The charge is +1.

The geometry in XYZ format:
```
13
Properties=species:S:1:pos:R:3:forces:R:3
C -1.56373 0.41526 0.57928 2.481 0.464 0.314
C 1.23304 -0.18808 -0.49836 -2.843 -0.894 0.622
C 0.10935 -0.86770 -1.37193 -0.173 0.490 3.585
C 0.41130 0.00879 0.84239 -0.956 -1.736 -0.806
N -0.88719 -0.73763 0.45665 0.564 -1.036 -1.290
N -0.47088 1.12901 0.99417 -1.221 2.760 0.068
H -2.61266 0.75240 0.41078 0.993 -0.513 0.072
H 2.13070 -0.73620 -0.27354 -0.030 -0.773 -0.343
H 1.51281 0.76901 -0.71392 0.805 2.467 -1.528
H -0.75826 -0.36932 -1.87547 1.608 -0.447 -0.071
H 0.29204 -1.95006 -1.43756 -0.633 0.518 -0.452
H 0.98534 -0.39515 1.69861 -0.693 0.648 -0.147
H -0.38186 2.16966 1.18891 0.098 -1.947 -0.023
```
Forces are in eV/Å.

=====

(7)
An isolated ion of composition C4H7N2 and charge +1 in a non-equilibrium geometry. Source: the Open Molecules 2025 dataset; level of theory: ωB97M-V/def2-TZVPD.

As for the LUMO energy: -4.39 eV. Its energy is -265.733014 Eh. Its SMILES is C/[NH+]=C1/[C@@H]2CN12. The frontier orbital gap comes out at 11.6 eV. The charge is +1.

The geometry in XYZ format:
```
13
Properties=species:S:1:pos:R:3:forces:R:3
C 0.36885 0.37759 0.10749 -2.646 2.615 0.791
C 2.28779 -0.17472 -0.57829 3.427 -1.976 2.358
C 1.72605 0.68886 0.43169 0.478 2.534 -1.106
C -1.85982 -0.49537 0.16777 0.323 0.328 1.158
N 1.19414 -0.68467 0.24386 -2.079 -3.061 0.187
N -0.94410 0.67405 0.11230 3.095 0.652 0.069
H 2.22045 -0.08998 -1.58297 -1.003 0.624 -2.990
H 3.24874 -0.74865 -0.32789 -1.410 1.161 -0.043
H 2.29252 1.13255 1.21968 -0.389 0.121 0.870
H -1.29029 -1.41468 -0.09740 -0.675 0.803 -0.569
H -1.98452 -0.62834 1.26772 -0.938 0.037 -0.849
H -2.74987 -0.20220 -0.42225 0.424 -0.898 0.548
H -1.32219 1.70596 0.26158 1.392 -2.941 -0.426
```
Forces are in eV/Å.

=====

(8)
An isolated ion of composition C4H7N2 and charge +1 in a non-equilibrium geometry. Source: the Open Molecules 2025 dataset; level of theory: ωB97M-V/def2-TZVPD.

As for the LUMO energy: -5.85 eV. Its energy is -265.792146 Eh. Its SMILES is C=[N+]1C=NCC1. The frontier orbital gap comes out at 9.6 eV. The charge is +1.

The geometry in XYZ format:
```
13
Properties=species:S:1:pos:R:3:forces:R:3
C 0.16383 0.90049 0.91893 -0.149 3.245 2.312
C 1.92020 -0.09961 -0.35233 1.675 3.345 0.638
C -1.62251 -0.28976 0.30989 0.834 2.107 0.522
C -0.44512 -0.51785 -0.63689 -1.763 -4.379 -2.074
N -1.02097 0.65466 1.23769 0.062 0.350 0.730
N 0.70512 0.08604 -0.06180 0.597 -0.996 -0.195
H 0.67748 1.81943 1.26871 0.164 -1.100 0.041
H 2.29514 -0.71422 -1.09673 -0.084 -1.764 -1.294
H 2.69760 0.66541 -0.04897 -1.120 -1.069 0.525
H -2.46200 0.34570 0.01909 -0.056 -0.535 -1.072
H -2.03566 -1.12099 0.82688 -0.073 -0.958 0.279
H -0.37113 -1.65811 -0.76718 0.494 1.717 -0.035
H -0.50199 -0.07118 -1.61729 -0.580 0.038 -0.377
```
Forces are in eV/Å.